## i
DFT (ωB97M-V with the def2-TZVPD basis set) results for a cluster of 2 separate species, C9H11NOS in total.

Output
HOMO-LUMO gap (spin up / spin down)	0.2527 / 0.2562	hartree
spin multiplicity	1
E_LUMO (spin up / spin down)	-0.57 / -0.48	eV
charge	0

Atoms and positions in Å:
S1 2.716 -1.551 -0.267
O1 4.018 -1.234 0.414
N1 1.484 0.466 1.131
C1 2.435 0.555 2.225
C2 -1.167 -1.890 -0.757
C3 -0.726 -0.062 -2.295
C4 1.572 -0.472 0.223
C5 -2.783 -1.310 -2.438
C6 0.477 1.499 1.074
C7 -1.960 -0.297 -2.898
C8 -0.392 -0.880 -1.256
C9 -2.393 -2.112 -1.378
H1 0.059 1.656 2.071
H2 2.721 1.598 2.363
H3 -3.041 -2.897 -1.016
H4 -0.854 -2.491 0.081
H5 0.908 2.441 0.723
H6 1.998 0.177 3.154
H7 -2.274 0.330 -3.721
H8 -0.312 1.193 0.392
H9 -3.746 -1.471 -2.903
H10 3.320 -0.031 1.974
H11 -0.080 0.731 -2.637



## ii
DFT (ωB97M-V with the def2-TZVPD basis set) results for an isolated molecule of C9H11NOS.

Output
SMILES	C[C@@](S)(NC=O)c1ccccc1
HOMO-LUMO gap	0.3445	hartree
spin multiplicity	1
E_LUMO	0.52	eV
charge	0

Atoms and positions in Å:
S1 1.599 2.289 -0.142
O1 3.448 -1.355 0.116
N1 1.651 -0.402 -0.921
C1 2.898 -0.922 -0.869
C2 -1.304 1.245 -0.422
C3 -0.611 0.151 -0.067
C4 0.891 0.217 0.098
C5 -2.549 -1.201 0.104
C6 -1.169 -1.056 0.147
C7 -2.669 1.050 -0.576
C8 1.407 -0.101 1.449
C9 -3.337 -0.103 -0.162
H1 3.408 -1.236 -1.841
H2 0.755 0.444 2.224
H3 1.416 -0.294 -1.931
H4 2.338 2.248 0.887
H5 1.482 -1.249 1.521
H6 -0.786 2.164 -0.733
H7 -4.457 0.005 -0.309
H8 2.404 0.140 1.522
H9 -0.463 -1.901 0.402
H10 -3.088 -2.085 0.301
H11 -3.262 1.953 -0.798



The least stable of them is i.



## i
DFT (ωB97M-V with the def2-TZVPD basis set) results for an isolated molecule of C2H2Cl2O2S.

Output
HOMO-LUMO gap (spin up / spin down)	0.2782 / 0.3290	hartree
spin multiplicity	1
E_LUMO (spin up / spin down)	-2.21 / -1.91	eV
charge	0

Atoms and positions in Å:
Cl1 1.593 -2.042 0.652
Cl2 1.885 -0.316 -1.658
S1 0.007 0.744 0.325
O1 0.221 1.769 -0.690
O2 -0.023 1.122 1.715
C1 -1.405 -0.081 -0.030
C2 1.374 -0.420 0.036
H1 -1.891 -0.659 0.770
H2 -1.761 -0.118 -1.121



## ii
DFT (ωB97M-V with the def2-TZVPD basis set) results for a cluster of 2 separate species, C2H2Cl2O2S in total.

Output
HOMO-LUMO gap (spin up / spin down)	0.2795 / 0.2816	hartree
spin multiplicity	1
E_LUMO (spin up / spin down)	-1.14 / -1.18	eV
charge	0

Atoms and positions in Å:
Cl1 0.340 2.414 -1.241
Cl2 -1.817 1.389 0.418
S1 1.623 -1.591 -0.430
O1 -0.050 -0.645 1.560
O2 2.318 -2.548 0.452
C1 0.442 -0.824 0.385
C2 -0.768 1.151 -0.918
H1 -1.238 0.697 -1.775
H2 -0.851 -0.044 1.549



The least stable of them is ii.



## i
DFT (ωB97M-V with the def2-TZVPD basis set) results for the ion C6H14N5 with charge +1.

Output
SMILES	[H]/N=C(\N=[N+](\N)C(C)C)C(=C)N
HOMO-LUMO gap (spin up / spin down)	0.2519 / 0.2519	hartree
spin multiplicity	1
E_LUMO (spin up / spin down)	-4.93 / -4.93	eV
charge	+1

Atoms and positions in Å:
N1 -0.632 -0.791 -0.463
N2 3.487 0.723 0.334
N3 2.372 -1.468 0.596
N4 0.563 -0.990 -0.757
N5 -1.485 -1.662 -1.129
C1 -1.953 1.154 -0.342
C2 -2.120 -0.431 1.549
C3 1.728 -0.627 -0.047
C4 2.309 0.670 -0.328
C5 1.696 1.479 -1.241
C6 -1.150 0.155 0.510
H1 2.154 2.326 -1.656
H2 -2.547 0.847 -1.282
H3 -0.262 0.666 1.030
H4 -0.883 -2.235 -1.629
H5 -1.269 1.857 -0.789
H6 -1.876 -1.403 1.909
H7 -2.196 0.264 2.343
H8 -2.700 1.504 0.342
H9 4.016 1.589 0.507
H10 -3.020 -0.585 1.193
H11 0.665 1.245 -1.411
H12 -2.537 -1.768 -1.092
H13 3.495 -0.068 0.890
H14 2.145 -2.450 0.962



## ii
DFT (ωB97M-V with the def2-TZVPD basis set) results for a cluster of 2 separate species, C6H14N5 in total.

Output
HOMO-LUMO gap	0.3626	hartree
spin multiplicity	1
E_LUMO	-4.02	eV
charge	+1

Atoms and positions in Å:
N1 2.961 -1.572 0.260
N2 0.195 1.173 1.143
N3 0.761 1.611 -2.084
N4 0.800 -0.912 0.217
N5 2.436 0.521 1.062
C1 1.418 1.370 1.346
C2 -1.552 -0.188 0.211
C3 2.045 -0.653 0.480
C4 -1.951 -1.239 -0.887
C5 -1.919 -0.777 1.597
C6 -0.108 -0.007 0.490
H1 0.943 1.450 -3.020
H2 -0.196 1.327 -1.848
H3 -2.799 -1.452 1.352
H4 -2.077 0.704 0.015
H5 1.920 2.292 1.749
H6 0.716 2.604 -2.179
H7 3.426 0.568 1.252
H8 -2.205 0.061 2.236
H9 -1.598 -2.163 -0.591
H10 -1.448 -1.059 -1.842
H11 2.792 -2.471 0.000
H12 -3.016 -1.157 -1.013
H13 3.861 -1.182 0.172
H14 -1.081 -1.442 1.875



The least stable of them is i.



## i
DFT (ωB97M-V with the def2-TZVPD basis set) results for a cluster of 11 separate species, H21O11 in total.

Output
HOMO-LUMO gap	0.3534	hartree
spin multiplicity	1
E_LUMO	2.81	eV
charge	-1

Atoms and positions in Å:
O1 -3.285 2.439 -0.974
O2 -1.161 -2.781 -1.579
O3 2.441 -0.940 2.549
O4 -2.351 -0.025 2.218
O5 -0.386 0.790 -1.935
O6 -1.092 -0.640 0.112
O7 -0.953 1.946 1.017
O8 1.733 -1.389 -0.485
O9 4.298 1.446 -1.667
O10 -0.062 -3.031 0.899
O11 1.146 2.736 -0.752
H1 -0.677 1.021 1.080
H2 -1.918 -0.644 -0.266
H3 0.586 -2.358 1.282
H4 -2.247 2.360 -0.878
H5 0.789 -0.915 -0.413
H6 -0.195 0.511 -1.022
H7 -1.933 -0.312 1.280
H8 -3.261 0.094 2.175
H9 1.964 -1.783 2.562
H10 -0.725 0.060 -2.484
H11 1.169 2.238 -1.538
H12 -0.640 -2.242 0.519
H13 4.673 0.546 -1.625
H14 -0.771 2.353 1.816
H15 -1.007 -3.123 -0.700
H16 -3.478 1.750 -0.249
H17 -0.404 -2.242 -1.695
H18 0.469 2.210 -0.230
H19 2.165 -0.842 0.233
H20 1.678 -0.281 2.444
H21 3.435 1.049 -1.695



## ii
DFT (ωB97M-V with the def2-TZVPD basis set) results for a cluster of 11 separate species, H21O11 in total.

Output
HOMO-LUMO gap	0.3312	hartree
spin multiplicity	1
E_LUMO	2.46	eV
charge	-1

Atoms and positions in Å:
O1 -2.075 0.147 -1.029
O2 -3.672 0.442 0.962
O3 1.952 2.229 -3.041
O4 3.961 -2.264 0.907
O5 -1.635 -0.028 -3.567
O6 -0.326 -4.132 1.093
O7 0.686 2.229 3.069
O8 1.787 -0.074 1.056
O9 -1.397 1.273 4.632
O10 0.145 1.037 -0.595
O11 0.522 -1.987 -2.123
H1 0.939 0.214 0.610
H2 1.662 1.459 -3.542
H3 -1.675 0.920 -3.392
H4 -1.690 -0.730 -0.913
H5 2.162 2.945 -3.640
H6 -1.196 -3.911 1.444
H7 0.531 2.747 2.262
H8 -1.935 -0.279 -2.627
H9 3.647 -1.869 0.089
H10 -0.810 0.807 -1.053
H11 1.340 1.666 2.612
H12 -0.211 -1.354 -2.279
H13 -0.590 1.599 4.193
H14 0.002 -3.264 0.811
H15 2.328 0.681 0.777
H16 0.728 1.110 -1.359
H17 0.965 -1.372 -1.507
H18 -3.031 0.380 0.164
H19 -2.018 1.101 3.917
H20 3.374 -1.869 1.564
H21 -4.470 0.149 0.505



The least stable of them is i.



## i
DFT (ωB97M-V with the def2-TZVPD basis set) results for a structure of composition C22H9F4N4O8Ru.

Output
HOMO-LUMO gap (spin up / spin down)	0.1957 / 0.1603	hartree
<S²>	0.778
spin multiplicity	2
E_LUMO (spin up / spin down)	3.06 / 2.11	eV
charge	-2

Atoms and positions in Å:
Ru1 0.123 -0.850 0.178
F1 -2.963 0.898 2.023
F2 -3.513 4.762 5.760
F3 -5.191 2.248 2.099
F4 -1.285 3.415 5.645
O1 1.906 -5.798 3.379
O2 2.049 -1.772 0.798
O3 0.714 -2.251 -1.330
O4 0.896 0.360 -1.294
O5 -0.607 -2.308 1.287
O6 3.755 -3.936 2.026
O7 1.163 0.553 -3.506
O8 -0.847 -4.875 2.842
N1 0.142 0.551 1.542
N2 -7.620 4.184 2.251
N3 -6.346 6.046 5.814
N4 0.568 0.658 5.885
C1 -0.487 -1.947 -3.365
C2 2.013 -2.220 -3.361
C3 -0.759 1.312 3.778
C4 1.595 -4.806 2.776
C5 -4.506 3.595 3.940
C6 -6.750 4.225 3.015
C7 1.688 -2.787 1.506
C8 -0.279 0.865 2.597
C9 0.346 -3.079 1.750
C10 -5.732 4.346 3.987
C11 -6.031 5.276 5.008
C12 0.987 -0.100 -2.491
C13 -3.430 3.800 4.821
C14 -2.015 2.076 3.842
C15 0.810 -1.633 -2.645
C16 0.171 -4.316 2.501
C17 2.551 -3.833 2.081
C18 -4.250 2.578 3.004
C19 -1.557 -0.385 -0.368
C20 -0.027 0.958 4.945
C21 -2.251 3.088 4.768
C22 -3.074 1.861 2.965
H1 -0.544 -3.011 -3.599
H2 1.610 -2.344 -0.937
H3 -1.347 -1.685 -2.746
H4 2.094 -1.768 -4.347
H5 2.933 -2.003 -2.814
H6 -2.447 -0.824 0.088
H7 1.900 -3.301 -3.458
H8 -1.756 0.346 -1.158
H9 -0.527 -1.366 -4.285



## ii
DFT (ωB97M-V with the def2-TZVPD basis set) results for a structure of composition C22H9F4N4O8Ru.

Output
HOMO-LUMO gap (spin up / spin down)	0.1924 / 0.1692	hartree
<S²>	0.757
spin multiplicity	2
E_LUMO (spin up / spin down)	3.36 / 2.72	eV
charge	-2

Atoms and positions in Å:
Ru1 1.492 -1.303 0.530
F1 -2.419 4.220 1.600
F2 -5.568 3.717 -1.881
F3 -4.551 1.435 -2.467
F4 -1.416 1.929 0.985
O1 6.205 -1.654 1.991
O2 3.337 -0.255 5.516
O3 6.160 -0.779 4.785
O4 3.084 -1.080 -3.242
O5 1.122 -2.696 -0.746
O6 3.444 -1.693 1.004
O7 1.678 -0.963 3.214
O8 2.135 -0.420 -1.290
N1 -0.476 -1.002 0.079
N2 -3.861 6.907 2.157
N3 -2.986 -1.264 -3.057
N4 -6.626 6.474 -0.986
C1 -4.065 4.135 -0.099
C2 -1.303 -0.342 -0.384
C3 -5.734 5.959 -0.465
C4 0.571 -2.712 -3.095
C5 -2.433 2.355 0.268
C6 1.120 -2.026 2.376
C7 -4.639 5.398 0.233
C8 5.213 -0.889 4.075
C9 -2.972 3.568 0.588
C10 -4.533 3.318 -1.145
C11 1.700 -2.610 -2.081
C12 -2.737 -0.549 -2.187
C13 -4.179 6.203 1.301
C14 3.006 -0.996 3.250
C15 5.233 -1.366 2.618
C16 3.816 -1.376 2.180
C17 2.686 -3.757 -2.202
C18 3.751 -0.636 4.438
C19 -2.908 1.544 -0.776
C20 -3.993 2.104 -1.463
C21 -2.328 0.258 -1.091
C22 2.395 -1.254 -2.234
H1 3.287 -3.827 -1.294
H2 3.346 -3.560 -3.044
H3 0.059 -3.675 -3.005
H4 0.070 -2.083 2.666
H5 1.640 -2.955 2.638
H6 0.988 -2.623 -4.098
H7 2.162 -4.707 -2.350
H8 -0.158 -1.906 -2.963
H9 0.185 -2.565 -0.847



The least stable of them is ii.



## i
DFT (ωB97M-V with the def2-TZVPD basis set) results for a cluster of 3 separate species, C3H12NO3 in total.

Output
HOMO-LUMO gap	0.3096	hartree
spin multiplicity	1
E_LUMO	4.09	eV
charge	-1

Atoms and positions in Å:
O1 -1.303 1.203 1.055
O2 -0.400 3.766 0.633
O3 -0.197 -0.839 1.795
N1 -0.293 -0.540 -1.145
C1 -0.020 -1.822 -0.470
C2 0.484 -1.741 0.979
C3 0.854 0.168 -1.667
H1 -0.902 2.922 0.728
H2 0.728 -2.299 -1.116
H3 1.565 -1.530 0.887
H4 -0.710 -0.055 1.256
H5 1.368 -0.487 -2.385
H6 0.356 -2.730 1.451
H7 0.522 1.049 -2.210
H8 -2.203 0.895 0.896
H9 1.634 0.504 -0.965
H10 -0.747 0.101 -0.513
H11 -0.983 -2.335 -0.549
H12 0.245 3.769 1.341



## ii
DFT (ωB97M-V with the def2-TZVPD basis set) results for a structure of composition C3H12NO3.

Output
HOMO-LUMO gap	0.3054	hartree
spin multiplicity	1
E_LUMO	4.14	eV
charge	-1

Atoms and positions in Å:
O1 1.187 -0.442 -2.278
O2 -1.206 0.286 -2.400
O3 2.063 -0.287 0.014
N1 -0.498 -0.704 1.486
C1 1.601 0.714 0.699
C2 -1.871 -0.784 1.060
C3 0.125 0.592 1.053
H1 -1.007 1.131 -2.227
H2 1.669 -0.217 -1.170
H3 1.678 1.718 0.056
H4 -2.087 -1.865 1.192
H5 1.053 -1.302 -2.046
H6 -0.520 1.242 0.279
H7 0.115 1.335 2.056
H8 2.095 0.941 1.579
H9 -1.845 -0.662 -0.057
H10 0.173 -1.402 1.559
H11 -0.237 0.027 -2.579
H12 -2.489 -0.318 1.721



The least stable of them is ii.